# 1
Formula: C17H25ClN2O3
Source: the Open Molecules 2025 dataset
Level of theory: ωB97M-V with the def2-TZVPD basis set

## Properties
- SMILES string: CCCC(O)(CCC)C(=O)NN(C(=O)CCl)c1cccc(C)c1
- Frontier orbital gap: 9.198 eV
- E_HOMO: -8.8 eV
- Calculated total energy: -39680.353 eV

```
48
Properties=species:S:1:pos:R:3:forces:R:3:mulliken_charge:R:1
C -1.46424 3.77401 -2.16739 0.237 -0.020 -0.056 -1.45
H -2.31068 3.23823 -2.59031 -0.129 -0.023 -0.034 0.36
C -0.20446 2.91857 -2.23754 -0.174 -0.182 0.124 -0.26
C -0.39730 1.61205 -1.46903 0.333 0.048 -0.074 -1.40
H -0.70408 1.85536 -0.44749 -0.060 -0.046 0.041 0.32
H -1.19318 1.02761 -1.93323 -0.046 -0.037 0.030 0.40
C 0.86012 0.71641 -1.37490 -0.624 -0.090 -0.575 1.96
C 1.38965 0.30904 -2.75812 0.176 -0.061 0.372 -1.33
C 2.57261 -0.67055 -2.67000 -0.145 -0.068 -0.121 -0.39
C 2.19910 -2.06770 -3.15176 0.128 0.090 0.078 -1.31
H 1.30171 -2.41678 -2.64842 -0.084 -0.085 0.000 0.25
H 3.00682 -2.76909 -2.95688 0.057 -0.135 -0.037 0.36
H 2.00403 -2.05769 -4.22184 -0.046 -0.053 -0.116 0.39
H 3.40411 -0.30059 -3.27323 0.049 0.009 0.123 0.44
H 2.92273 -0.71736 -1.63618 0.105 0.046 -0.009 0.20
H 1.69387 1.21414 -3.28725 -0.108 0.062 -0.001 0.57
H 0.57133 -0.14921 -3.31246 -0.067 0.073 -0.073 0.43
C 0.39921 -0.53619 -0.61350 0.236 0.181 0.093 -0.13
O -0.32028 -1.37750 -1.09946 -0.270 -0.119 -0.170 -0.62
N 0.86513 -0.58134 0.65833 0.364 -0.019 0.588 0.08
N 0.44418 -1.49207 1.61994 -0.228 0.593 -0.219 -0.20
C 0.83893 -2.80619 1.58531 0.355 -0.200 -0.310 0.63
O 0.43493 -3.62788 2.36663 -0.047 0.024 -0.024 -0.60
C 1.82135 -3.11014 0.46381 0.147 -0.310 0.029 -0.01
H 2.58092 -2.33407 0.37194 -0.131 -0.084 -0.031 0.16
H 1.27309 -3.21210 -0.47408 0.072 0.120 0.103 0.01
Cl 2.64732 -4.64669 0.77979 0.055 0.006 -0.084 -0.19
C -0.53314 -1.02153 2.54054 -0.234 0.149 0.241 0.14
C -0.46241 -1.37371 3.88108 0.056 -0.016 -0.080 -0.47
C -1.41732 -0.88611 4.75582 0.007 0.039 -0.007 -0.80
C -2.41980 -0.04524 4.30851 -0.016 -0.010 -0.055 -0.52
C -2.49400 0.31599 2.96809 0.074 -0.051 0.049 0.45
C -1.54289 -0.18074 2.09020 0.052 -0.102 0.045 0.09
H -1.60075 0.06978 1.04115 -0.026 0.015 -0.099 0.34
C -3.57382 1.23478 2.48338 0.028 0.051 0.037 -1.60
H -3.33431 2.26540 2.74787 -0.052 0.078 -0.031 0.31
H -3.68103 1.17415 1.40324 -0.058 0.030 -0.072 0.36
H -4.52599 0.98538 2.94652 -0.094 0.022 -0.018 0.42
H -3.15722 0.33201 5.00177 -0.089 0.035 0.081 0.43
H -1.37262 -1.16272 5.79829 0.015 -0.029 0.093 0.38
H 0.31600 -2.03184 4.22785 0.060 -0.058 0.016 0.42
H 1.42701 0.19880 0.98147 -0.065 -0.242 0.022 0.25
O 1.87376 1.34831 -0.60842 0.165 0.191 0.029 -0.72
H 2.23646 2.06970 -1.13459 -0.006 -0.018 0.099 0.54
H 0.62958 3.48183 -1.81061 0.078 0.022 -0.063 0.27
H 0.02316 2.70895 -3.28363 0.099 0.020 -0.004 0.30
H -1.32837 4.69726 -2.72526 -0.075 0.107 -0.028 0.42
H -1.69922 4.02727 -1.13596 -0.070 0.044 0.097 0.33
```
Positions in Å, forces in eV/Å.

=====

# 2
Formula: C6H9N
Source: the Open Molecules 2025 dataset
Level of theory: ωB97M-V with the def2-TZVPD basis set

## Properties
- Frontier orbital gap: 9.143 eV
- E_HOMO: -8.1 eV
- Calculated total energy: -7854.711 eV

```
16
Properties=species:S:1:pos:R:3:forces:R:3:mulliken_charge:R:1
C -0.00463 0.74023 -1.35012 -0.014 0.511 -0.296 -1.23
C -0.19831 -1.02397 -0.72329 -0.047 -0.167 0.275 -0.74
C 0.40873 -0.12225 0.22115 0.129 -0.076 0.036 1.41
C 1.89410 0.10785 0.35532 0.003 -0.008 -0.076 -1.37
C -0.51877 0.13690 1.32454 -0.073 0.041 -0.139 -0.81
C -1.65556 -0.52459 1.00689 0.039 0.071 -0.025 -0.42
N -1.47866 -1.15744 -0.20172 -0.077 -0.166 -0.044 0.01
H 0.75695 0.59965 -2.11463 -0.073 -0.044 0.242 0.29
H 0.12341 1.72118 -0.88491 0.023 -0.065 0.092 0.46
H -0.99060 0.72541 -1.81299 0.151 -0.055 0.193 0.38
H 2.12551 1.16168 0.55238 -0.071 -0.127 -0.049 0.31
H 2.41516 -0.20811 -0.55087 -0.058 0.035 0.080 0.35
H 2.29624 -0.47605 1.19064 -0.163 0.053 -0.125 0.37
H -0.33590 0.71317 2.22267 -0.013 -0.052 -0.180 0.38
H -2.58874 -0.60918 1.55311 0.155 0.039 -0.067 0.45
H -2.19069 -1.70143 -0.65837 0.089 0.010 0.083 0.18
```
Positions in Å, forces in eV/Å.

=====

# 3
Formula: C5H8O2
Source: the Open Molecules 2025 dataset
Level of theory: ωB97M-V with the def2-TZVPD basis set

## Properties
- SMILES string: C1CO[C@@H]2C[C@@H]2O1
- Frontier orbital gap: 10.025 eV
- E_HOMO: -9.0 eV
- Calculated total energy: -9407.377 eV

```
15
Properties=species:S:1:pos:R:3:forces:R:3:mulliken_charge:R:1
C -1.34981 0.20232 0.92243 -0.027 0.145 0.137 -0.60
C -1.20619 0.01617 -0.57667 -0.095 -0.112 -0.046 -0.13
O -0.24952 0.67680 -1.36580 0.035 0.068 -0.004 -0.43
C 0.93997 0.88772 -0.64098 0.215 0.142 0.170 -0.57
C 1.54239 -0.37558 -0.06228 0.249 0.164 -0.087 -0.32
O 0.62703 -1.28468 0.53342 0.082 0.092 0.290 -0.42
C -0.74730 -1.05940 0.35265 -0.076 -0.070 -0.003 0.04
H -0.66051 0.84127 1.46373 -0.101 -0.074 -0.104 0.20
H -2.34719 0.16847 1.35291 0.125 0.019 -0.178 0.28
H -2.13125 -0.10822 -1.13550 0.296 -0.080 0.055 0.34
H 0.74532 1.62414 0.14743 0.053 -0.073 0.007 0.29
H 1.73330 1.30867 -1.26448 -0.458 0.102 -0.354 0.39
H 2.12537 -0.93536 -0.80149 -0.251 0.106 -0.167 0.32
H 2.28158 0.03017 0.64988 -0.254 -0.615 0.313 0.27
H -1.30317 -1.99249 0.42477 0.206 0.185 -0.030 0.35
```
Positions in Å, forces in eV/Å.

=====

# 4
Formula: C12H12ClN2O3P
Source: the Open Molecules 2025 dataset
Level of theory: ωB97M-V with the def2-TZVPD basis set

## Properties
- Frontier orbital gap: 6.323 eV
- E_HOMO: -7.5 eV
- Calculated total energy: -43572.777 eV

```
31
Properties=species:S:1:pos:R:3:forces:R:3:mulliken_charge:R:1
O 1.73109 2.60114 -0.43413 -0.565 0.079 0.302 -0.42
P 0.37355 2.24574 -1.20171 0.708 -0.354 -1.199 0.45
Cl -0.48172 4.13496 -1.39636 -0.060 -0.194 0.338 -0.27
N -0.63684 1.55556 0.14907 -0.754 0.807 0.547 0.41
C -1.93305 1.93923 0.22667 -0.626 -0.378 0.293 -0.02
C -2.77095 1.44710 1.19459 0.297 -0.034 -0.187 -0.78
C -2.29114 0.51053 2.10081 -0.112 0.282 -0.172 -0.51
C -0.97748 0.11072 2.00831 -0.370 0.200 -0.095 -0.31
C -0.16439 0.65363 1.02818 0.561 -0.265 0.505 1.43
C 1.26025 0.21357 0.93628 -0.720 0.183 0.015 -0.96
C 1.47976 -0.75728 -0.00199 0.364 -0.317 -0.204 0.04
C 2.77736 -1.20814 -0.16398 0.475 0.049 -0.023 -0.58
C 3.75984 -0.65110 0.63134 -0.287 0.254 0.215 -0.36
C 3.39564 0.31834 1.56653 0.346 -0.015 0.115 -0.39
N 2.15889 0.77458 1.74651 0.114 -0.261 -0.241 -0.48
H 1.61542 2.86972 0.49267 0.361 0.039 -0.003 0.39
H -2.33045 2.63805 -0.48725 0.323 0.100 -0.211 0.34
H -3.78761 1.79568 1.22903 -0.154 0.019 -0.036 0.41
H -2.96030 0.13638 2.85863 0.065 -0.214 0.124 0.45
H -0.58665 -0.62491 2.68725 0.278 -0.086 0.010 0.46
H 0.65855 -1.12870 -0.59094 -0.256 -0.231 -0.372 0.38
H 3.02245 -1.94966 -0.90861 -0.114 -0.106 -0.083 0.52
H 4.79876 -0.92639 0.55374 0.098 -0.118 -0.047 0.39
H 4.16799 0.73898 2.19641 -0.027 0.144 0.113 0.43
C -2.19809 -2.86229 -2.65729 0.097 -0.048 -0.070 -1.06
C -1.14847 -2.00092 -1.94217 -0.090 -0.061 -0.208 0.67
O -0.01794 -1.91427 -2.47239 -0.088 0.137 0.306 -0.75
O -1.52860 -1.44470 -0.86997 0.191 0.308 0.119 -0.71
H -1.79254 -3.30019 -3.56775 0.044 0.029 0.017 0.30
H -2.52921 -3.66477 -1.99647 -0.066 0.064 0.040 0.26
H -3.06411 -2.25060 -2.91501 -0.034 -0.013 0.092 0.26
```
Positions in Å, forces in eV/Å.

=====

# 5
Formula: CH2O2S
Source: the Open Molecules 2025 dataset
Level of theory: ωB97M-V with the def2-TZVPD basis set

## Properties
- 2S+1: 3
- Frontier orbital gap (spin up / spin down): 7.819 / 6.620 eV
- E_HOMO (spin up / spin down): -7.4 / -9.4 eV
- Calculated total energy: -15994.717 eV

```
6
Properties=species:S:1:pos:R:3:forces:R:3:mulliken_charge:R:1
C -0.83481 0.47239 1.18589 1.160 -0.627 0.345 0.14
O 1.22149 -0.29863 -1.90492 0.883 0.053 1.389 -0.50
O -1.92502 0.84045 1.02231 -0.195 0.100 -0.180 -0.28
S 0.74371 -0.08429 -0.19230 -1.036 0.622 -2.654 0.05
H -0.17560 0.26568 2.02088 -0.505 0.239 1.328 0.26
H 0.97022 -1.19560 -2.13186 -0.307 -0.387 -0.228 0.33
```
Positions in Å, forces in eV/Å.

=====

# 6
Formula: C6H17FNO2P
Source: the Open Molecules 2025 dataset
Level of theory: ωB97M-V with the def2-TZVPD basis set

## Properties
- Frontier orbital gap: 9.298 eV
- E_HOMO: -9.1 eV
- Calculated total energy: -24086.053 eV

```
28
Properties=species:S:1:pos:R:3:forces:R:3:mulliken_charge:R:1
C 0.94693 2.01783 2.10433 -0.092 -0.264 -0.173 -1.22
C -0.27133 1.09147 2.02200 -0.385 0.519 -0.117 -0.39
P -0.66446 0.84957 0.25441 0.720 0.569 -0.414 0.11
C -2.36187 1.50449 0.08686 0.155 -0.562 0.344 -1.26
N -0.86090 -0.99576 0.14154 -0.504 -0.313 0.396 0.11
O -2.12115 -1.33494 -0.41484 -0.013 0.393 -0.070 -0.44
C 0.28015 -1.61513 -0.56379 0.243 -0.275 -0.568 -1.09
C 0.78418 -0.96846 -1.85992 0.036 -0.200 -0.274 0.47
C 2.07097 -0.16870 -1.67776 -0.294 0.103 0.228 -1.22
O 1.07352 -2.03699 -2.78247 0.288 0.178 0.260 -0.58
H 1.03045 2.42273 3.10842 0.157 0.065 0.064 0.38
H 1.84331 1.45608 1.85045 0.093 -0.041 0.134 0.30
H 0.87706 2.83746 1.38742 -0.034 0.183 0.110 0.34
H -1.14184 1.57228 2.47309 -0.043 -0.068 0.141 0.43
H -0.04929 0.12457 2.48094 0.074 -0.058 0.008 0.36
H -2.92934 1.44401 1.01197 -0.177 -0.065 -0.014 0.40
H -2.20349 2.54859 -0.17195 -0.095 0.109 -0.088 0.39
H -2.86950 0.98907 -0.72147 -0.148 0.144 -0.109 0.36
H -0.77973 -1.37993 1.10712 0.492 0.058 0.185 0.49
H -2.00150 -2.21927 -0.77700 0.048 -0.267 -0.019 0.37
H 1.01576 -1.65540 0.23221 0.377 0.037 0.233 0.36
H 0.02982 -2.65281 -0.79582 -0.298 -0.040 0.123 0.50
H 0.01737 -0.33477 -2.30833 -0.117 0.106 0.060 0.36
H 1.84363 0.89225 -1.60810 0.041 0.079 -0.079 0.30
H 2.57154 -0.43515 -0.74983 0.158 -0.147 -0.041 0.29
H 2.71844 -0.35842 -2.52672 0.116 0.065 -0.053 0.38
H 0.29818 -2.19333 -3.31493 -0.311 -0.138 -0.231 0.32
F 0.85306 -1.40136 2.01214 -0.487 -0.170 -0.036 -0.83
```
Positions in Å, forces in eV/Å.

=====

Question: Look up the calculated total energy of the third one.
Answer: -9407.377 eV